--- a ---
Formula: C3H7NS2
Source: the Open Molecules 2025 dataset
Level of theory: the ωB97M-V functional and the def2-TZVPD basis

CARTESIAN COORDINATES (ANGSTROEM)
C 2.25571 -1.04327 -0.76086
C -0.04400 0.19357 0.00227
C -1.07912 0.75616 0.98696
H 1.92991 -2.09670 -1.07313
H 3.35426 -0.93485 -0.32016
H 2.16870 -0.42574 -1.63942
H -1.22022 0.19188 1.91391
H -0.75398 1.70457 1.52106
H -2.38647 1.11415 -0.90624
H -2.92395 -0.28948 0.73057
N -2.39078 0.96746 0.29386
S 1.44787 -0.34945 0.74627
S -0.35792 0.21171 -1.49509

Properties
Highest occupied orbital energy   -8.61 eV
HOMO-LUMO gap   8.67 eV
Multiplicity   1
E_LUMO   0.0023 hartree

=====

--- b ---
Formula: C3H7NS2
Source: the Open Molecules 2025 dataset
Level of theory: the ωB97M-V functional and the def2-TZVPD basis

CARTESIAN COORDINATES (ANGSTROEM)
C -1.42949 -1.26879 -0.77094
C -2.14137 -0.36402 -1.43197
C -0.38896 -0.07231 0.88980
N -1.00272 -1.12226 0.55916
H -1.19618 -2.23558 -1.19367
H -2.42434 0.56774 -0.96315
H -2.48060 -0.58553 -2.43444
H -0.11534 0.10143 1.92721
H -0.09332 0.68127 0.14801
S 3.03172 1.98600 1.41797
S 3.41935 0.13896 0.56832
H 2.55308 2.59888 0.32415
H 2.26816 -0.42578 0.95955

Properties
Highest occupied orbital energy   -9.37 eV
HOMO-LUMO gap   9.62 eV
Multiplicity   1
E_LUMO   0.0090 hartree

=====

--- c ---
Formula: C3H7NS2
Source: the Open Molecules 2025 dataset
Level of theory: the ωB97M-V functional and the def2-TZVPD basis

CARTESIAN COORDINATES (ANGSTROEM)
C -1.62145 0.71693 -2.10443
C 0.54052 0.37777 -0.67996
C 1.13630 -1.13939 3.06693
H -2.49254 1.00048 -1.27846
H -1.23972 1.71759 -2.69294
H -1.98987 0.11804 -3.05643
H -0.05487 0.92178 0.04203
H 1.40234 1.03890 -1.31338
H 0.20524 -1.23822 3.83892
H 2.28741 -1.30773 3.66413
N 0.57066 -1.04405 1.63292
S -0.51298 -0.56206 -1.58228
S 1.76896 -0.60005 0.46296

Properties
Highest occupied orbital energy   -8.45 eV
HOMO-LUMO gap   8.28 eV
Multiplicity   1
E_LUMO   -0.0065 hartree

=====

--- d ---
Formula: C3H7NS2
Source: the Open Molecules 2025 dataset
Level of theory: the ωB97M-V functional and the def2-TZVPD basis

CARTESIAN COORDINATES (ANGSTROEM)
C -2.05052 -0.35028 0.00516
C 0.69905 -0.95118 0.14791
C 0.87103 0.49617 0.50943
H -2.98469 -0.80523 -0.34059
H -1.90119 0.51159 -0.63854
H -2.09541 -0.06869 1.06067
H -0.08107 0.95337 0.83969
H 1.57462 0.46967 1.36602
H 0.83331 1.22772 -1.38123
H 2.42764 0.79888 -0.74411
N 1.50633 1.26625 -0.51638
S -0.82273 -1.63143 -0.24963
S 2.02363 -1.91684 -0.05840

Properties
Highest occupied orbital energy   -8.66 eV
HOMO-LUMO gap   8.44 eV
Multiplicity   1
E_LUMO   -0.0081 hartree

=====

Energy relative to the most stable one, in eV: a 3.180; b 0.829; c 4.863; d 0.000

=====

--- a ---
Formula: C5H7I
Source: the Open Molecules 2025 dataset
Level of theory: the ωB97M-V functional and the def2-TZVPD basis

CARTESIAN COORDINATES (ANGSTROEM)
C 0.82137 2.61608 2.06099
C 0.68414 1.64037 1.36290
C 0.62035 -1.67268 0.05182
C -0.64310 0.03742 -1.44628
C -0.55523 -0.74195 -0.20677
I -2.26380 -0.55763 1.05934
H 1.27622 3.59728 2.30875
H 0.54153 -1.83603 1.11043
H 0.39537 -2.46508 -0.55313
H 1.44156 -1.15046 -0.32138
H -1.58531 0.63095 -1.49557
H 0.25438 0.45300 -1.67909
H -0.98748 -0.55127 -2.25202

Properties
Highest occupied orbital energy (alpha / beta)   -7.90 / -7.89 eV
HOMO-LUMO gap (alpha / beta)   5.77 / 5.74 eV
Multiplicity   1
E_LUMO (alpha / beta)   -0.0783 / -0.0790 hartree

=====

--- b ---
Formula: C5H7I
Source: the Open Molecules 2025 dataset
Level of theory: the ωB97M-V functional and the def2-TZVPD basis

CARTESIAN COORDINATES (ANGSTROEM)
C -2.12539 -0.02893 -0.49797
C -0.76072 -0.01700 -0.87348
C 0.84131 0.54517 1.05901
C 1.46372 -0.47173 0.23957
C 0.61779 0.53841 -0.38449
I 0.79831 -2.47480 0.38608
H -2.94156 -0.37943 -1.09267
H -2.27244 0.27793 0.52533
H 0.80623 1.42224 -0.98185
H -0.58304 -0.49171 -1.85853
H 0.15835 0.30588 1.79974
H 1.47037 1.24672 1.48427
H 2.52708 -0.47275 0.19500

Properties
Highest occupied orbital energy   -8.94 eV
HOMO-LUMO gap   9.52 eV
Multiplicity   1
E_LUMO   0.0213 hartree

=====

Energy relative to the most stable one, in eV: a 4.999; b 0.000

=====

--- a ---
Formula: C22H23N3O3
Source: the Open Molecules 2025 dataset
Level of theory: the ωB97M-V functional and the def2-TZVPD basis

CARTESIAN COORDINATES (ANGSTROEM)
C -3.95977 -2.82619 0.16727
C -3.70132 -1.36592 -0.02201
C -4.48452 -0.42281 0.55376
C -4.21720 0.96441 0.37463
C -5.01575 1.97103 0.93555
C -4.70603 3.29562 0.74100
C -3.59070 3.66080 -0.01467
C -2.79206 2.69091 -0.57143
C -3.09627 1.33816 -0.38713
C -2.23915 0.32870 -0.98200
O -1.21520 0.57642 -1.60787
N -2.62830 -0.99581 -0.79882
C -1.79565 -1.98928 -1.43760
H -2.38858 -2.81052 -1.83898
C -0.68003 -2.55904 -0.55723
O -0.12581 -3.60089 -0.83572
N -0.35299 -1.79945 0.50437
C 0.81300 -2.05517 1.31810
H 1.38453 -2.85831 0.84406
H 0.51498 -2.38351 2.32008
C 1.65473 -0.79002 1.50281
O 1.89445 -0.37798 2.62529
N 2.06759 -0.15703 0.39112
C 1.86840 -0.60319 -0.96874
H 1.79218 -1.68573 -1.02738
H 2.73128 -0.29370 -1.55952
H 0.96991 -0.14905 -1.39838
C 2.74453 1.12459 0.52126
C 4.19394 1.02245 0.12727
C 5.03909 0.18038 0.84064
C 6.36795 0.05518 0.48063
C 6.86675 0.77188 -0.59521
C 6.03123 1.61276 -1.30910
C 4.69892 1.73410 -0.95172
H 4.04843 2.39076 -1.51263
H 6.41554 2.17354 -2.14859
H 7.90526 0.67547 -0.87556
H 7.01805 -0.60040 1.04105
H 4.64501 -0.37065 1.68187
H 2.66186 1.42041 1.57092
H 2.22509 1.85671 -0.10538
H -0.81643 -0.91689 0.65369
H -1.28857 -1.48930 -2.27280
H -1.92319 2.94211 -1.16069
H -3.35871 4.70506 -0.15857
H -5.32858 4.06344 1.17643
H -5.87789 1.68861 1.52184
H -5.32483 -0.71819 1.16042
H -4.30586 -3.28480 -0.75923
H -4.72978 -2.96557 0.92048
H -3.05840 -3.34675 0.48692

Properties
Highest occupied orbital energy   -8.38 eV
HOMO-LUMO gap   8.73 eV
Multiplicity   1
E_LUMO   0.0126 hartree

=====

--- b ---
Formula: C22H23N3O3
Source: the Open Molecules 2025 dataset
Level of theory: the ωB97M-V functional and the def2-TZVPD basis

CARTESIAN COORDINATES (ANGSTROEM)
C -4.93231 -3.99815 -0.36852
C -3.56819 -3.37886 -0.39573
C -3.33863 -2.18091 0.26630
C -2.08044 -1.59622 0.24439
C -1.03642 -2.18848 -0.45123
C -1.27185 -3.37615 -1.12105
C -2.52131 -3.96896 -1.09216
H -2.68712 -4.90014 -1.61457
H -0.46295 -3.84080 -1.66342
H -0.05477 -1.74423 -0.48245
N -1.88707 -0.36447 0.93590
C -1.22662 0.72080 0.39516
O -0.74445 0.77804 -0.70605
C -1.22155 1.84292 1.44436
N 0.09054 2.14273 1.99447
C 0.97129 2.86449 1.07575
H 0.49673 2.94422 0.09540
C 2.32838 2.17158 0.89176
N 2.13169 0.75597 0.71876
C 2.27568 0.07573 -0.44237
O 2.00475 -1.10841 -0.52624
C 2.81086 0.85146 -1.60384
C 4.17591 1.07633 -1.73653
C 4.66088 1.74081 -2.84938
C 3.78773 2.18088 -3.83039
C 2.42808 1.95068 -3.70164
C 1.93657 1.28261 -2.59357
H 0.88004 1.09253 -2.48254
H 1.74783 2.28878 -4.46949
H 4.16914 2.69913 -4.69806
H 5.72237 1.91331 -2.95169
H 4.85403 0.72566 -0.97137
C 1.52537 0.08331 1.85232
C 0.76994 1.09467 2.72712
H 0.05590 0.55424 3.34838
H 1.47415 1.59520 3.39990
H 2.29739 -0.41880 2.44981
H 0.85794 -0.69082 1.46385
H 2.96609 2.33497 1.76786
H 2.83093 2.58312 0.01641
H 1.13044 3.87745 1.46845
C -2.21204 1.35405 2.49605
C -2.40543 -0.11947 2.20007
O -2.92534 -0.93781 2.90791
H -3.18181 1.84250 2.38180
H -1.88125 1.52220 3.51884
H -1.56617 2.76579 0.96637
H -4.14294 -1.70789 0.80908
H -5.59965 -3.46406 -1.04547
H -5.35702 -3.94394 0.63159
H -4.89273 -5.03882 -0.67985

Properties
Highest occupied orbital energy   -8.65 eV
HOMO-LUMO gap   9.31 eV
Multiplicity   1
E_LUMO   0.0244 hartree

=====

Energy relative to the most stable one, in eV: a 0.000; b 0.617